ORCA calculation (ωB97M-V/def2-TZVPD) on C27H22IN5O5PTa as an isolated structure.

Last column: Löwdin charge in e.
Geometry (Å):
N 4.03119 4.32419 -1.47233  0.245
I -0.58250 -2.40239 1.63990  1.261
H -1.44857 6.19278 2.18274  0.122
H -3.47088 0.52602 -0.32677  0.062
O -0.62229 0.79796 1.41852  -0.336
H 4.04645 -2.30910 1.48312  0.106
H -3.89928 1.76385 -1.53100  0.077
C 3.00590 -0.47887 1.79030  -0.306
N 2.11538 1.31472 -4.26421  0.251
N 3.38378 0.05784 2.96584  0.224
O 1.54651 0.39723 -1.21782  -0.369
H -0.85708 -1.64699 -4.85796  0.125
H 3.35064 -1.59522 0.02161  0.081
C -1.55703 3.13487 -0.16355  -0.394
H -0.25767 2.83309 -2.93084  0.039
C 2.38482 0.84517 3.46626  -0.028
P -1.53112 1.68316 -1.21466  0.871
Ta 0.11616 -0.08964 -0.10658  1.586
C -3.18956 0.97413 -1.27940  -0.209
H 0.05793 -0.33326 -3.02571  0.059
C -1.44411 -2.78593 -1.18232  -0.264
C -2.75374 -4.69838 -1.99925  0.011
H 0.91697 2.42932 4.59782  0.097
C 2.41758 1.71208 -3.23168  -0.127
C -2.89109 -5.18430 -0.73072  -0.028
C -1.58992 -3.36383 0.08880  -0.599
C 2.71738 2.14014 -1.88684  -0.261
N 2.33260 1.48022 -0.86014  0.084
C 1.37791 0.74524 2.56107  -0.143
C -2.01960 -3.51449 -2.25307  -0.145
C -0.43933 5.11820 0.62726  -0.048
H -3.34886 4.62095 2.29023  0.123
H -2.23261 -3.63944 -4.39406  0.136
C -1.18775 2.27461 -2.88669  -0.198
N 1.77246 -0.07459 1.51779  -0.013
H -1.14280 1.45064 -3.59570  0.047
C -2.54360 4.44992 1.58921  -0.043
C 0.03277 1.30843 2.50593  -0.462
C -0.72258 -1.57565 -1.44098  -0.311
H 4.81151 -0.90219 0.74444  0.107
O 1.68171 2.37078 5.20205  0.187
H -3.44874 -6.09059 -0.54173  0.127
C 2.62540 1.55754 4.76389  -0.450
H 4.26721 -0.06393 3.45127  0.199
C 3.47079 3.33994 -1.65161  -0.126
C -1.47427 5.33164 1.52893  -0.038
C -1.80777 -3.06526 -3.57988  0.029
O 3.66112 1.35091 5.32592  0.173
H 0.32696 3.87774 -0.93002  0.087
H -3.20525 0.20280 -2.04933  0.056
H -2.00403 2.94466 -3.16263  0.081
H -2.33966 -4.92335 1.34601  0.114
O -0.45624 2.08899 3.26265  0.182
H 0.38861 5.81201 0.57279  0.119
C -0.47840 4.02128 -0.21810  -0.096
C -1.05059 -1.95757 -3.84038  -0.033
H -3.42447 2.66505 0.81387  0.109
C -0.52332 -1.21300 -2.77193  -0.140
C -2.58536 3.34566 0.75147  -0.078
C 3.85197 -1.37167 0.96078  0.036
H -3.19237 -5.22494 -2.83704  0.132
C -2.27227 -4.51590 0.34670  -0.102

Forces on the atoms, in the same order (eV/Å):
0.02 0.02 0.01
0.10 0.17 -0.17
0.00 0.00 0.00
0.01 0.01 0.01
-0.38 0.45 0.54
0.00 0.00 0.00
-0.02 -0.03 -0.01
0.10 -0.01 -0.06
-0.04 0.01 -0.05
0.03 0.03 -0.09
0.75 0.44 -0.36
0.00 0.00 0.00
0.01 -0.01 0.00
0.06 0.02 0.03
0.08 0.03 0.02
0.08 -0.04 0.04
0.13 -0.04 0.12
-0.15 -1.34 -0.17
-0.02 -0.02 0.04
0.05 -0.03 -0.01
-0.08 -0.02 -0.20
0.02 0.01 -0.01
-0.08 -0.02 0.06
-0.04 0.09 0.13
0.03 0.03 0.07
0.03 0.01 0.19
0.23 -0.15 -0.13
-0.11 0.19 -0.06
0.05 -0.03 -0.03
-0.03 -0.02 -0.06
0.00 -0.02 -0.02
0.00 0.00 0.00
-0.01 0.00 0.00
-0.08 -0.06 -0.07
-0.60 0.07 -0.17
-0.02 0.00 -0.02
0.01 0.00 0.00
-0.19 -0.02 -0.22
0.13 0.28 0.72
0.00 0.01 0.00
0.05 -0.06 -0.10
0.00 -0.01 0.00
-0.03 0.04 0.07
0.00 0.00 -0.01
-0.01 -0.08 -0.05
-0.01 0.00 0.01
0.00 -0.02 0.00
-0.01 0.01 0.00
0.01 -0.01 -0.01
-0.01 0.00 0.00
0.02 0.00 -0.03
0.00 0.00 0.01
0.04 -0.01 0.07
0.00 0.00 0.00
0.00 0.02 0.04
-0.02 0.04 0.02
0.01 0.00 0.00
0.04 0.06 0.06
-0.01 0.03 -0.01
-0.04 -0.01 0.00
-0.01 0.00 0.00
-0.07 -0.06 -0.16

Values from the calculation:
ΔE to the lowest compared entry with this formula, charge and spin in kJ/mol: 60.74
Orbital gap in eV: 6.821
Total charge: +2
HOMO level in hartree: -0.5301
Strongest force on any atom in eV/Å: 1.36

ORCA calculation (ωB97M-V/def2-TZVPD) on C27H23Cl2N4O6PPtSe as an isolated structure.

Last column: Löwdin charge in e.
Geometry (Å):
C -2.11976 -3.91771 0.22971  -0.640
C -3.79645 3.93755 5.03164  -0.068
C -1.33576 -2.78416 0.31147  -0.074
H 2.24584 1.51528 4.67468  -0.029
C -3.39359 1.14062 -2.79654  -0.487
H 1.42427 -0.52213 -1.84824  0.030
N 0.22387 0.48851 -2.28768  0.119
Pt 0.68371 1.75360 1.94343  0.787
C -1.21201 1.41788 -0.33096  -0.506
H 4.52948 -2.02340 -5.43214  0.112
H -2.69483 5.45013 6.07335  0.124
Se 1.05949 4.12799 4.03305  1.106
H -3.34920 1.71201 -0.90118  0.088
N -0.17078 3.00675 3.26605  -0.477
H -2.42029 -5.75030 -1.02508  0.124
C -0.97432 0.93087 -1.85267  -0.084
H -2.65204 2.22946 2.21970  0.102
O -0.14822 2.00556 0.04328  -0.203
C -0.14106 -3.27080 -1.75833  -0.130
C -0.86609 -4.50164 -1.73161  -0.011
C 2.59212 0.51670 4.36710  -0.265
C 1.72841 -1.30749 2.36057  -0.281
C -2.64672 2.83403 3.15759  0.004
H 2.37043 -2.00715 2.94887  0.072
H 3.68215 0.41651 4.66556  0.058
Cl -3.38384 -4.18544 1.42927  0.644
H 3.48298 -3.18428 -3.51025  0.118
C 0.99187 -0.73063 -4.21182  -0.088
P 2.26135 0.37070 2.53688  0.543
C 1.73999 -1.82298 -3.26819  -0.301
O -2.30853 1.12204 0.25317  -0.032
C 2.99153 -2.30840 -3.91617  0.017
O 1.25019 -4.15896 -3.42433  0.084
C -1.21862 0.37085 -4.01710  -0.516
C -1.93248 0.82340 -2.86130  -0.052
O 2.16431 -1.14674 -2.07877  -0.039
C 3.82415 0.75668 1.73948  -0.250
C 3.54801 -1.69452 -5.05131  -0.078
C -1.40594 3.24260 3.69007  -0.341
H 3.37365 -0.19014 -6.59777  0.117
C -3.79980 3.01393 3.93235  -0.033
H -1.45123 -2.04663 1.06664  0.085
C 1.51225 -0.35171 -5.40770  -0.047
H 0.69608 -1.47671 2.68285  0.051
Cl -1.65057 -0.15214 -5.59477  0.793
C -1.44128 4.26825 4.72816  -0.368
C -1.85829 -4.81421 -0.81492  -0.086
H -4.72708 4.19237 5.48997  0.100
H 4.67541 0.64861 2.47764  0.068
N 0.04084 0.08974 -3.55898  -0.086
C 0.91065 -3.14979 -2.82166  -0.198
H -4.67959 2.35986 3.83584  0.118
H 1.81062 -1.57399 1.31813  0.026
H 3.96467 0.15330 0.86684  0.038
C 2.85179 -0.71944 -5.76299  -0.066
O -4.22433 0.74022 -3.61994  0.079
H 2.01455 -0.26098 4.90792  0.047
O -3.71824 1.93731 -1.81125  0.103
C -0.32749 -2.43958 -0.69245  0.000
H -0.70403 -5.20866 -2.53051  0.113
H 0.24568 -1.53161 -0.53143  0.086
H 0.89573 0.35163 -6.04025  0.105
H 3.91976 1.77853 1.45899  0.025
N -0.29002 4.89860 5.00350  -0.217
C -2.66337 4.63027 5.34452  -0.031

Forces on the atoms, in the same order (eV/Å):
0.32 0.30 0.00
1.02 0.36 -0.57
1.48 0.66 -1.73
0.15 -0.48 0.04
-0.90 -1.16 -1.85
0.66 0.04 -0.07
-1.31 0.33 0.81
0.15 -0.72 -1.55
-0.03 -1.33 -1.73
-0.58 0.18 0.39
0.21 -0.46 -0.33
-2.80 -0.17 0.54
0.22 -0.12 -0.97
0.22 0.53 0.79
0.34 0.86 0.68
-0.15 -0.07 0.93
-0.05 0.28 0.97
-1.82 0.01 -0.09
0.12 -1.32 0.14
-0.36 0.49 -0.38
0.97 -0.26 0.22
0.81 -1.74 0.29
-1.68 -2.10 -0.05
-0.33 0.43 -0.47
-1.18 -0.01 -0.43
0.60 -0.01 -0.63
-0.09 0.25 0.24
1.87 -1.29 1.35
-0.67 1.83 2.62
-1.01 1.15 0.34
2.71 1.16 -0.97
0.97 0.58 -2.24
-0.54 0.80 0.64
-0.18 -0.84 2.01
-0.17 -0.19 -2.21
-0.20 -0.37 0.20
1.58 -0.71 1.42
-0.33 -1.14 1.49
0.84 1.92 0.34
-0.80 -0.64 0.67
1.43 -0.63 -0.30
-0.38 0.27 0.75
0.16 0.79 -0.63
0.19 0.42 -0.04
-0.40 0.45 0.72
1.98 0.88 -0.16
-0.05 -0.48 -0.68
-0.39 -0.02 0.38
-0.81 -0.48 -0.86
-1.47 0.01 -0.81
0.81 -0.23 -1.69
0.31 0.75 -0.72
-0.07 -0.29 -0.43
0.27 -0.44 -0.53
-0.44 0.62 -1.06
2.01 0.86 1.40
0.24 0.52 -0.28
-1.07 0.64 1.39
-1.80 -0.18 1.93
0.16 0.02 -0.10
-0.21 -0.19 -0.10
1.20 -0.58 0.85
-0.55 0.88 -0.36
-0.08 -0.88 -0.29
-1.13 0.24 0.75

Values from the calculation:
ΔE to the lowest compared entry with this formula, charge and spin in kJ/mol: 483.67
Orbital gap (alpha / beta) in eV: 5.811 / 6.412
Spin multiplicity: 3
HOMO level (alpha / beta) in hartree: -0.2807 / -0.3074
Strongest force on any atom in eV/Å: 3.26
Expectation value of S²: 2.065

ORCA calculation (ωB97M-V/def2-TZVPD) on C27H23Cl3F2HfN3OS2Sb as an isolated structure.

Last column: Löwdin charge in e.
Geometry (Å):
H 4.91753 -3.24826 -1.24009  0.127
H -0.53545 -2.05767 -2.84790  0.089
F 5.64496 -1.14732 -0.34611  0.050
N -1.79502 -2.65134 5.86700  0.178
H 5.64988 0.52180 0.58839  0.121
H -5.26765 -0.42902 -0.63044  0.087
C -0.93749 -0.99081 -3.00383  -0.188
C 3.78015 3.24718 1.62042  -0.055
H 3.63367 4.36115 1.72251  0.137
C -2.26777 -0.77419 -2.28556  -0.435
H -3.04915 -4.97019 -1.07216  0.078
C -2.29746 -3.22922 -0.04295  -0.423
H -4.94906 -2.11518 -0.05509  0.061
H -1.45031 -3.77304 0.48102  0.073
C -3.61317 -0.60307 0.87157  -0.426
C 1.20659 2.82338 -2.08059  -0.548
H -3.54943 -1.07576 1.83043  0.050
H -3.17742 -3.22026 0.59585  0.037
H 2.05028 4.06561 -3.66367  0.109
H -0.13787 -0.27913 -2.70072  0.070
O 0.23007 1.69212 -0.19509  -0.349
C -1.40231 -2.00308 5.00260  -0.295
H 1.75226 3.03291 2.16748  0.117
H -1.74803 -4.07055 -2.03176  0.084
C 2.64270 2.51939 1.78472  -0.155
C 4.14884 -2.74758 -0.73400  0.067
Cl 0.24136 6.08725 -4.17290  0.670
Cl 2.62716 1.83502 -1.95848  0.768
H -3.48515 -3.54895 -1.85929  0.059
H -1.13236 -0.98245 -4.00958  0.032
C 2.01301 -1.17816 0.44153  -0.240
C 1.81796 -2.44421 -0.15267  -0.073
C -1.41903 0.19290 4.09983  -0.760
N 2.50157 1.24072 1.45332  -0.006
C -0.85767 4.63424 -2.05163  -0.112
C 0.21259 2.62944 -1.12422  -0.434
C 0.22290 4.79265 -3.00350  -0.671
H -3.07084 -1.44472 -2.60725  0.048
C 1.17934 3.87793 -3.04558  -0.153
C 3.61766 0.61013 0.92502  -0.226
H 0.79007 -2.81312 -0.19887  0.073
F 2.63909 -4.42291 -1.34888  -0.006
C -4.97674 -1.05586 0.27582  -0.165
C -0.93637 -1.08448 4.01735  -0.771
H -3.63929 0.44751 0.92886  0.015
C 4.89775 2.59285 1.10836  -0.036
N -3.28821 0.91409 5.66460  0.179
H -1.59754 5.46599 -2.04656  0.119
S 0.12004 -1.72945 2.83042  0.610
C 4.34526 -1.49864 -0.19605  -0.188
C -2.62005 -3.97993 -1.32115  -0.200
H -2.68199 0.22991 -2.47076  0.067
Sb -1.93230 -1.14610 -0.26431  1.401
C -2.33780 0.53192 5.14049  -0.276
Cl -2.18313 3.51021 -0.04050  0.681
C -0.88215 3.53800 -1.22872  -0.553
H -5.81958 -0.82722 0.87480  0.049
S -1.07167 1.39298 2.93415  0.589
Hf 0.37331 0.23279 1.19367  1.098
C 3.33913 -0.70887 0.38089  -0.172
H 5.77867 3.17450 0.99286  0.106
C 4.87100 1.23036 0.91301  0.013
C 2.86465 -3.17413 -0.67611  -0.194

Forces on the atoms, in the same order (eV/Å):
0.87 -0.72 -0.42
-0.46 1.47 0.16
0.13 0.84 0.37
-0.02 -0.27 -0.09
0.05 1.46 0.25
0.81 -0.83 0.63
0.89 -1.67 2.24
-0.14 1.43 -0.84
0.84 -1.41 0.08
-0.60 0.39 -0.34
0.78 0.14 -0.09
1.05 -1.02 0.14
-0.34 0.57 0.36
-1.00 0.94 -0.37
-1.93 -0.87 -1.08
0.15 0.48 -0.14
0.57 0.03 0.76
0.11 -0.21 0.27
-0.09 -0.46 -0.12
-0.60 -0.39 -0.29
0.00 -0.34 0.14
-0.02 -0.01 0.63
0.20 -0.37 -0.07
-0.97 -0.03 0.78
-1.52 0.22 0.55
-1.10 1.12 0.69
-0.18 -0.08 0.45
-0.06 -0.05 -0.24
0.57 0.26 0.02
-0.08 0.51 -2.71
0.56 -1.24 -1.02
-1.00 0.30 0.47
0.72 -1.55 0.44
1.16 -0.72 -0.72
0.68 1.40 -1.84
-0.78 0.42 -0.70
-3.04 0.66 0.96
0.35 -0.13 -0.18
2.32 -1.88 1.07
-1.24 0.80 1.21
0.44 -0.33 -0.06
-0.09 2.11 1.38
0.82 0.56 -2.53
-0.78 0.55 0.52
0.20 1.33 0.58
0.06 0.36 1.10
0.20 -0.05 0.63
0.36 -1.12 0.27
0.34 0.31 -0.59
0.20 -0.56 -0.28
-0.55 -0.48 -0.90
0.37 -0.16 0.28
0.86 0.11 1.19
-0.80 0.44 -0.82
0.50 -0.45 -0.34
-0.11 0.89 0.83
-0.61 -0.31 1.29
0.40 0.60 -0.73
0.62 0.75 -0.68
0.87 -0.29 0.23
0.82 0.18 -0.28
-0.72 -1.13 -0.82
-1.07 -2.51 -1.69

Values from the calculation:
ΔE to the lowest compared entry with this formula, charge and spin in kJ/mol: 83.34
Orbital gap in eV: 7.191
HOMO level in hartree: -0.2998
Strongest force on any atom in eV/Å: 3.26